# 1
A 8-piece molecular cluster, C45H107N7O9 overall in a non-equilibrium geometry, computed with ωB97M-V/def2-TZVPD.

```
168
Properties=species:S:1:pos:R:3:forces:R:3
C 4.2285 0.2301 2.5632 0.4 -0.6 0.0
C 3.3154 -1.0138 2.4866 0.6 -0.8 0.2
C 3.7110 -2.2166 3.3773 1.9 0.3 -0.4
C 1.9123 -0.6434 3.0589 0.1 0.6 -0.1
C 1.0015 -0.0860 2.0317 0.3 -0.5 -0.9
C 0.9246 -0.9724 0.7899 -0.2 -0.3 0.1
C 2.3343 -1.2654 0.0541 -1.9 1.9 1.2
C 2.1498 -2.3830 -0.8994 0.1 -1.6 -0.8
C 2.6134 0.0037 -0.8194 1.6 -0.8 1.1
N 3.3578 -1.6034 1.0924 -3.8 0.6 0.4
O 4.6100 -1.7520 0.5291 0.7 0.1 0.0
H 3.9842 0.9226 1.7577 -0.4 0.3 0.4
H 4.1711 0.6634 3.5617 -0.1 0.3 -0.2
H 5.2815 0.0257 2.3694 0.0 -0.5 0.1
H 3.7766 -1.9768 4.4386 -0.7 -0.1 0.1
H 3.1365 -3.0951 3.0835 -0.5 0.3 0.5
H 4.7314 -2.5392 3.1705 0.4 0.2 -0.3
H 1.4634 -1.4234 3.6739 0.1 -0.4 -0.4
H 1.9694 0.2200 3.7218 0.9 -0.2 0.6
H 0.0410 0.1662 2.4810 -0.2 -0.2 -0.3
H 1.4631 0.8552 1.7331 -0.2 0.3 -0.3
H 0.1187 -0.4769 0.2485 0.7 0.3 -1.4
H 0.3992 -1.9168 0.9317 0.4 -0.4 0.8
H 1.9977 -3.4037 -0.5486 -0.3 0.1 1.0
H 3.0581 -2.5425 -1.4805 -0.1 0.5 -0.6
H 1.2712 -2.1767 -1.5106 0.3 0.1 -0.5
H 1.7681 0.3283 -1.4262 0.1 0.1 0.3
H 3.4735 -0.2232 -1.4494 -0.1 0.0 -0.4
H 3.0302 0.7243 -0.1158 -0.6 0.7 -0.3
H 4.5968 -2.6996 0.3756 0.6 -0.2 -0.1
C -1.3215 -10.1863 -9.0135 0.3 0.7 2.2
C -1.7088 -10.4010 -7.4760 0.1 -0.5 -1.6
C -2.6505 -9.3222 -7.0450 -1.6 0.4 0.6
C -2.4466 -11.7622 -7.3969 0.1 2.2 -1.8
C -2.5130 -12.2633 -6.0496 -1.5 -1.8 1.3
C -1.2393 -12.4275 -5.2986 -0.6 2.5 0.7
C -0.4287 -11.0431 -5.2671 0.2 -1.7 -0.4
C -0.7808 -10.0175 -4.2010 -0.6 0.5 1.2
C 1.0160 -11.4937 -4.9527 1.4 0.7 -1.2
N -0.5350 -10.4241 -6.6024 -0.3 -3.6 -0.5
O 0.2705 -9.3642 -6.7560 1.3 2.4 0.0
H -2.1830 -10.2082 -9.6809 0.0 -0.6 0.2
H -0.5237 -10.8992 -9.2216 -0.2 0.1 -0.5
H -0.9647 -9.1576 -9.0641 0.4 -0.1 -0.3
H -2.2950 -8.2918 -7.0453 0.4 -0.2 0.1
H -3.0167 -9.5994 -6.0565 0.2 0.4 0.4
H -3.5917 -9.3283 -7.5946 0.1 0.0 -0.6
H -3.4731 -11.5319 -7.6825 -0.1 -0.1 -0.4
H -2.0789 -12.4661 -8.1435 0.4 -0.1 0.2
H -2.9548 -13.2503 -6.1864 -0.3 -0.3 0.6
H -3.2452 -11.7119 -5.4596 0.0 0.2 0.1
H -0.7695 -13.3131 -5.7264 0.9 0.4 0.5
H -1.5721 -12.5021 -4.2633 0.6 -0.9 0.2
H -1.6582 -9.4039 -4.4054 -0.3 -0.4 0.0
H -0.8427 -10.4165 -3.1885 -0.5 -0.6 0.0
H -0.0177 -9.2672 -3.9938 0.5 0.0 -0.9
H 1.3066 -12.1666 -4.1459 -1.1 0.2 0.6
H 1.4854 -12.0180 -5.7851 -0.3 0.0 -0.6
H 1.6178 -10.5940 -4.8247 0.2 0.1 0.2
H 1.1325 -9.7269 -6.9726 0.2 0.1 -0.3
C -8.1826 7.2360 -3.7278 -0.6 -0.7 1.0
C -7.6681 5.9701 -2.9231 0.6 0.7 -1.6
C -6.8892 6.3666 -1.6730 -0.6 0.4 0.8
C -8.9409 5.1255 -2.5406 0.8 -0.2 -0.6
C -8.7181 3.6175 -2.6663 0.5 -1.3 0.4
C -7.9613 3.1531 -3.9493 -0.7 1.4 -0.7
C -6.6082 3.8528 -4.0963 1.8 -0.5 -0.8
C -5.6451 3.3495 -3.0588 0.8 0.7 1.3
C -5.8898 3.5998 -5.5021 -0.7 -0.4 1.1
N -6.7853 5.2849 -3.9527 -2.0 0.3 -0.3
O -5.6105 6.0287 -4.1805 0.2 -0.2 0.6
H -8.6873 6.8683 -4.6212 0.2 0.0 -0.1
H -8.9716 7.6936 -3.1311 0.0 0.3 0.2
H -7.4703 8.0152 -3.9989 0.3 -0.3 0.2
H -6.0925 7.0986 -1.8053 0.2 -0.4 -0.4
H -7.5714 6.8574 -0.9789 -0.3 0.2 -0.1
H -6.5568 5.5149 -1.0794 0.3 -0.1 -0.3
H -9.2494 5.3762 -1.5257 0.3 0.0 0.1
H -9.7949 5.4517 -3.1341 0.1 -0.1 -0.4
H -8.2130 3.1993 -1.7956 1.0 0.6 0.2
H -9.6143 3.0429 -2.4322 -0.7 0.2 -1.0
H -8.4990 3.4956 -4.8334 -0.5 0.2 -0.1
H -7.8782 2.0840 -4.1445 0.2 -0.1 0.7
H -5.4570 2.2776 -2.9979 -0.4 0.0 0.0
H -5.9973 3.8087 -2.1351 0.0 -0.9 0.5
H -4.6699 3.8265 -3.1568 0.1 0.0 -0.4
H -6.2977 4.2290 -6.2931 0.0 -0.2 -0.1
H -5.9605 2.5399 -5.7465 -0.5 -0.1 -0.2
H -4.8087 3.7121 -5.4197 -0.1 0.6 0.1
H -5.6465 6.2577 -5.1121 -0.1 0.1 -0.1
C 8.9417 4.6777 1.2724 2.0 0.5 -0.7
O 9.3130 5.4542 2.4097 -1.1 0.0 0.5
C 8.2109 6.2011 2.9201 0.0 -0.7 1.9
C 8.4348 6.5799 4.4193 3.5 -2.4 -0.5
C 8.4908 5.4431 5.5130 0.0 1.0 -1.4
N 7.6473 7.6002 4.8960 -3.6 1.6 0.4
H 8.0346 5.0063 0.7652 -0.1 -0.2 0.3
H 9.0515 3.5993 1.3870 -0.9 -0.1 0.8
H 9.7917 4.8466 0.6112 -0.2 0.3 -0.7
H 8.1105 7.1575 2.4070 -0.3 0.0 -0.5
H 7.3238 5.5708 2.8571 -0.4 0.3 -0.2
H 9.3554 7.1616 4.3722 1.7 -1.5 -0.2
H 7.5346 4.9204 5.4892 0.2 -0.4 0.0
H 8.5574 5.9118 6.4948 0.1 0.1 0.0
H 9.3721 4.8128 5.3948 -0.3 -0.2 -0.1
H 7.7505 8.3224 4.1975 -0.3 0.9 0.6
H 8.0461 7.8333 5.7942 -0.3 0.8 -0.1
C -0.1136 1.9460 11.0180 -0.6 -1.3 0.8
O -0.6331 1.2181 12.1628 0.7 0.8 0.3
C -0.2664 1.8401 13.4068 -0.7 1.8 -1.5
C -0.9181 1.1873 14.5471 -1.9 -1.9 1.1
C -2.4175 1.0913 14.3608 -0.9 -0.1 -1.5
N -0.7630 1.9824 15.7536 2.1 0.9 0.1
H -0.2913 3.0198 11.0759 0.2 0.1 0.3
H -0.6792 1.5682 10.1662 0.2 0.0 0.0
H 0.9341 1.6555 10.9396 0.2 0.5 -0.3
H 0.7971 1.9981 13.5863 0.5 -0.6 -0.3
H -0.6809 2.8480 13.3833 0.0 0.5 -0.1
H -0.5134 0.1758 14.5117 0.2 -0.4 0.8
H -2.6556 0.4964 13.4790 0.0 -0.2 0.0
H -2.8147 2.0765 14.1162 0.1 0.2 0.2
H -3.0300 0.7053 15.1757 0.6 -0.1 0.3
H -0.6258 1.5491 16.6555 -0.9 -1.1 -0.1
H 0.1806 2.3349 15.6789 0.4 0.9 -0.1
C 1.1637 -2.3383 -9.2221 1.5 -2.1 0.8
O 1.6463 -1.2937 -10.0148 -1.8 1.5 0.1
C 1.7205 -0.0392 -9.2810 1.6 -0.8 -0.3
C 3.1951 0.2843 -9.0889 2.7 -0.7 0.9
C 4.1162 -0.8297 -8.5697 -1.1 -0.9 0.0
N 3.3889 1.3551 -8.1255 -1.3 1.8 -0.7
H 0.4212 -2.2260 -8.4320 0.0 1.2 -0.1
H 2.0714 -2.7552 -8.7858 0.0 -0.1 1.0
H 0.8215 -3.2514 -9.7093 -0.3 0.6 -1.3
H 1.3257 0.7805 -9.8814 -0.6 -0.2 0.1
H 1.3121 -0.0699 -8.2709 -0.5 -0.2 -0.2
H 3.6596 0.5253 -10.0451 -0.3 0.4 -0.4
H 5.1553 -0.5172 -8.4662 -0.1 0.3 -0.2
H 4.0848 -1.7112 -9.2100 0.0 0.0 0.0
H 3.7492 -1.1259 -7.5870 0.1 -0.2 0.2
H 3.4323 2.2126 -8.6574 0.0 0.4 0.5
H 4.1154 1.3718 -7.4240 0.1 -0.7 -0.5
C 0.0397 8.0892 -0.7627 2.0 -0.6 1.4
O 0.4992 8.3099 0.6118 -2.7 1.4 -1.0
C 1.1899 7.3069 1.2876 -0.8 0.7 0.5
C 0.8772 7.3957 2.8113 1.6 2.4 1.8
C 1.2502 8.9119 3.3137 -0.5 -1.1 -1.4
N 1.8241 6.5287 3.4797 0.5 -1.2 -0.4
H -0.6751 8.8282 -1.1246 0.1 0.0 0.6
H -0.3385 7.0719 -0.8636 -0.2 0.0 -0.1
H 0.9832 8.1804 -1.3009 -0.3 -0.1 -0.9
H 0.9300 6.3289 0.8827 0.4 -0.3 0.1
H 2.2207 7.6292 1.1401 0.6 -1.0 0.3
H -0.1290 7.1816 3.1714 -0.1 -0.3 -0.7
H 2.3370 8.9728 3.2567 0.1 0.2 -0.6
H 1.0709 9.2473 4.3352 -0.7 -0.7 0.1
H 0.7539 9.5718 2.6020 0.3 0.4 0.2
H 1.6750 6.2944 4.4508 -0.4 0.3 -0.1
H 2.7394 6.9499 3.4086 0.2 -0.2 0.1
O -2.0045 -3.9279 10.0636 0.9 -0.5 -1.7
C -1.4539 -4.4634 8.8001 -2.3 0.0 -0.3
C -2.3750 -3.9718 7.5483 0.7 -1.1 1.4
O -1.8933 -4.4378 6.2810 0.3 1.0 0.6
H -1.8406 -2.9825 10.0342 0.0 0.2 0.2
H -0.3931 -4.2699 8.6412 -0.1 0.5 0.0
H -1.5434 -5.5450 8.9009 -0.1 0.0 0.0
H -2.4725 -2.8949 7.6857 0.6 0.3 -0.9
H -3.4195 -4.2745 7.6221 0.1 -0.5 0.6
H -2.2792 -5.2995 6.1072 -0.1 0.0 0.1
```
Positions in Å, forces in eV/Å.

Values from the calculation:
maximum force	4.25	eV Å⁻¹
energy	-77244.3634	eV
SMILES	CC1(C)CCCC(C)(C)N1O.CC1(C)CCCC(C)(C)N1O.CC1(C)CCCC(C)(C)N1O.COC[C@H](C)N.COC[C@H](C)N.COC[C@H](C)N.COC[C@H](C)N.OCCO
LUMO	0.5	eV
orbital gap	8.31	eV

---

# 2
C3H5IOS in the gas phase in a non-equilibrium geometry, computed with ωB97M-V/def2-TZVPD.

```
11
Properties=species:S:1:pos:R:3:forces:R:3
I -2.6471 0.0877 -0.2171 0.3 -0.3 0.5
C -0.7526 -0.2128 0.9420 0.8 2.0 -2.8
C 0.1539 0.9957 0.5846 -1.1 -1.0 -2.5
S 0.7793 0.3486 -1.0173 -0.3 0.7 -1.4
C 0.5251 -1.4241 -0.5227 3.1 2.3 -0.6
O -0.1236 -1.3729 0.6572 -1.4 -1.0 2.1
H -0.9937 -0.1599 1.9132 -1.3 -0.4 3.5
H -0.3768 1.9533 0.4456 0.2 -0.7 0.1
H 1.0715 1.1122 1.0745 0.8 0.1 1.9
H 1.5848 -1.6130 -0.3285 -0.3 -1.2 0.0
H 0.1198 -2.0485 -1.2762 -0.8 -0.4 -0.7
```
Positions in Å, forces in eV/Å.

Values from the calculation:
maximum force	3.89	eV Å⁻¹
energy	-24174.0560	eV
SMILES	I[C@@H]1CSCO1
LUMO	0.4	eV
orbital gap	8.95	eV

---

# 3
C3H6FNO2 in the gas phase in a non-equilibrium geometry, computed with ωB97M-V/def2-TZVPD.

```
13
Properties=species:S:1:pos:R:3:forces:R:3
C -1.3661 0.7111 -1.8216 -3.1 2.4 0.5
O -0.3312 -0.0336 -1.3440 3.4 0.1 2.5
C 0.1051 0.3114 -0.0689 2.8 -1.9 -1.9
O -0.3874 1.0267 0.7313 -0.4 0.3 0.0
N 1.5015 -0.3110 0.2076 -3.3 2.8 -1.6
C 1.5592 -0.7122 1.5512 3.6 1.8 1.2
F 1.6338 -1.4697 -0.5103 0.0 -1.0 -1.1
H -1.8653 1.2253 -0.9173 0.7 -0.2 -1.7
H -2.0555 -0.0265 -2.1297 -1.2 -0.6 -0.7
H -1.2314 1.4168 -2.7160 0.7 -0.9 1.5
H 1.6303 0.1813 2.2255 0.6 -0.7 -0.8
H 0.7108 -1.1364 1.8547 -3.4 -2.4 1.2
H 2.4241 -1.3947 1.5599 -0.3 0.4 0.8
```
Positions in Å, forces in eV/Å.

Values from the calculation:
maximum force	4.59	eV Å⁻¹
energy	-11507.7295	eV
SMILES	COC(=O)N(C)F
LUMO	0.9	eV
orbital gap	10.99	eV

---

# 4
A 5-piece molecular cluster, C42H48BrCl3O17 overall, computed with ωB97M-V/def2-TZVPD.

```
111
Properties=species:S:1:pos:R:3:forces:R:3
C 3.8614 -5.7890 1.9069 0.1 0.3 -0.2
C 3.7868 -4.8773 0.6769 0.1 -0.5 0.2
C 5.1843 -4.5996 0.1516 -0.2 -0.3 0.0
O 5.2261 -3.6101 -0.8775 0.3 0.0 0.0
C 4.9420 -2.3424 -0.4696 -0.2 -0.1 -0.1
C 5.9062 -1.6222 0.2239 0.1 0.1 0.1
C 7.2867 -2.1586 0.5031 0.1 0.4 -0.1
C 7.8536 -3.0747 -0.5474 0.1 -0.9 0.2
O 8.2234 -4.1901 -0.3638 -0.1 0.5 -0.1
Br 8.0553 -2.2650 -2.2924 0.0 0.2 -0.1
C 5.5921 -0.3523 0.6642 0.1 0.0 0.0
C 4.3745 0.2632 0.4137 0.0 0.1 0.0
C 4.2088 1.6657 0.9452 -0.1 -0.2 0.0
C 4.4571 2.7679 -0.0986 0.0 -0.2 0.1
C 5.9019 3.2151 -0.2121 -0.2 0.3 -0.1
Cl 6.8760 2.0991 -1.2276 0.1 -0.1 0.1
C 3.4212 -0.4532 -0.3137 0.1 -0.1 0.0
C 3.7036 -1.7609 -0.7515 -0.1 0.0 0.0
C 2.6515 -2.5275 -1.4815 0.0 0.0 0.0
O 2.8706 -3.5283 -2.1252 0.0 0.0 0.0
C 1.2483 -2.0296 -1.3525 -0.1 -0.1 0.1
C 0.2275 -2.9095 -1.6661 0.0 0.0 0.1
C -1.0860 -2.5078 -1.5441 0.0 0.1 -0.1
O -2.0470 -3.4312 -1.8507 0.1 0.0 -0.2
C -1.4170 -1.2171 -1.1049 -0.1 -0.2 -0.1
C -2.8579 -0.8210 -0.9565 -0.3 0.3 -0.3
C -3.3537 0.1084 -2.0998 0.0 0.1 0.1
C -4.1123 1.3529 -1.6226 -0.1 0.1 -0.2
C -5.5376 1.0146 -1.1465 0.2 0.1 0.0
C -4.1453 2.4236 -2.7279 0.0 -0.4 0.2
C -0.3813 -0.3301 -0.8182 0.3 0.1 -0.1
C -0.7374 1.0323 -0.3363 0.0 0.1 0.3
Cl -0.8073 2.2881 -1.5154 0.1 0.0 -0.1
C -1.0360 1.2521 0.9408 0.0 -0.1 0.0
C -0.9866 0.1990 2.0108 0.0 -0.1 -0.3
Cl -1.4896 2.8245 1.4988 0.0 0.2 0.0
C 0.9610 -0.7341 -0.9338 -0.1 -0.1 0.1
C 2.0954 0.1692 -0.6104 -0.1 0.1 0.0
O 1.9496 1.3739 -0.5659 -0.1 -0.1 0.0
H 2.8908 -5.8525 2.3935 0.0 -0.1 0.0
H 4.5841 -5.3969 2.6250 -0.1 0.0 0.1
H 4.1912 -6.7893 1.6286 0.0 -0.1 0.0
H 3.2219 -5.3967 -0.0963 -0.2 0.3 -0.1
H 3.2734 -3.9538 0.9449 0.0 0.1 -0.1
H 5.8553 -4.3513 0.9802 0.0 0.2 0.0
H 5.5811 -5.5016 -0.3123 0.1 0.0 0.0
H 7.9492 -1.2901 0.5437 0.1 0.0 0.0
H 7.3722 -2.6688 1.4623 -0.1 -0.1 0.0
H 6.3423 0.2146 1.2031 0.0 0.0 0.0
H 4.9150 1.7712 1.7686 -0.1 0.1 0.0
H 3.2101 1.7868 1.3599 0.0 0.0 0.0
H 3.8460 3.6316 0.1687 0.1 0.1 0.0
H 4.1085 2.4432 -1.0763 -0.1 0.0 0.0
H 6.3836 3.3027 0.7564 0.1 -0.1 0.0
H 5.9544 4.1773 -0.7149 0.0 0.0 0.0
H 0.4553 -3.9125 -1.9942 0.0 0.0 -0.1
H -2.7716 -2.9843 -2.3001 -0.2 0.0 0.2
H -3.0032 -0.3019 -0.0102 0.0 -0.1 0.1
H -3.4839 -1.7064 -0.9068 0.0 -0.1 0.2
H -2.4923 0.4488 -2.6734 0.0 -0.1 -0.1
H -4.0108 -0.4456 -2.7772 0.1 -0.1 -0.1
H -3.5580 1.7738 -0.7790 0.1 -0.1 0.0
H -5.7963 1.5774 -0.2500 -0.1 0.0 0.1
H -6.2757 1.2788 -1.9031 0.0 0.0 -0.1
H -5.6426 -0.0452 -0.9288 0.0 0.0 0.2
H -4.1707 3.4133 -2.2782 -0.1 0.1 -0.2
H -5.0278 2.3070 -3.3516 -0.1 0.0 0.0
H -3.2815 2.3422 -3.3888 0.1 0.2 0.1
H 0.0390 0.0570 2.3551 0.0 0.1 0.1
H -1.6235 0.4723 2.8458 0.0 0.1 0.1
H -1.3352 -0.7576 1.6222 0.0 0.0 0.0
O -8.6485 0.7420 1.3722 -0.1 0.0 0.0
C -7.8432 1.2978 2.0408 0.1 0.0 0.0
O -7.6230 2.6352 2.0274 0.0 0.0 0.0
C -6.7418 2.9655 3.1022 0.1 0.0 0.1
C -6.0326 1.6473 3.3485 0.1 0.0 0.0
O -7.0098 0.6940 2.9241 -0.1 0.0 0.0
H -6.0763 3.7713 2.8052 0.0 0.0 -0.1
H -7.3379 3.2838 3.9599 0.0 0.0 0.0
H -5.1404 1.5302 2.7304 0.0 0.0 0.0
H -5.7757 1.4798 4.3913 -0.1 -0.1 0.0
O -5.2380 -1.4807 1.0230 0.1 -0.1 0.0
C -6.0445 -2.2923 1.3492 0.0 0.1 0.1
O -7.3268 -2.0144 1.6386 -0.1 -0.1 0.0
C -8.0380 -3.2429 1.7988 -0.1 -0.1 0.0
C -6.9228 -4.2134 2.1436 -0.1 0.0 0.0
O -5.7928 -3.6156 1.4971 0.0 0.0 0.0
H -8.7889 -3.1404 2.5770 0.1 0.1 0.0
H -8.5267 -3.4881 0.8546 0.0 0.0 0.0
H -6.7265 -4.2586 3.2161 0.0 0.0 0.0
H -7.0835 -5.2183 1.7633 0.1 0.0 -0.1
O 6.6366 2.4532 3.0688 0.1 0.0 0.1
C 7.7355 2.1379 3.3972 0.0 0.0 0.0
O 8.6477 1.5867 2.5663 0.1 0.0 0.0
C 9.9127 1.5553 3.2384 0.1 0.0 0.0
C 9.4942 1.5801 4.6974 0.1 -0.1 0.0
O 8.2414 2.2734 4.6395 0.0 0.0 0.0
H 10.4638 0.6632 2.9553 -0.1 0.0 -0.1
H 10.4820 2.4399 2.9505 0.0 0.0 0.0
H 9.3210 0.5807 5.0991 0.0 0.0 0.0
H 10.1859 2.1139 5.3425 -0.1 0.1 0.0
O -6.3963 4.6995 -3.3216 0.0 0.0 0.0
C -6.2607 4.7853 -4.4950 0.0 0.0 -0.1
O -6.9334 5.6569 -5.2878 0.0 0.0 0.0
C -6.3526 5.6297 -6.5927 0.0 0.0 -0.1
C -5.7022 4.2597 -6.6232 0.0 0.0 -0.1
O -5.4148 4.0293 -5.2419 -0.1 0.1 0.0
H -7.1227 5.7647 -7.3471 -0.1 0.0 0.1
H -5.6233 6.4380 -6.6699 0.0 0.0 0.0
H -6.3824 3.4821 -6.9749 0.0 0.0 0.0
H -4.7847 4.2268 -7.2043 0.1 0.0 0.1
```
Positions in Å, forces in eV/Å.

Values from the calculation:
maximum force	0.97	eV Å⁻¹
energy	-186750.9562	eV
SMILES	CCCOc1c(CC(=O)Br)cc(CCCCl)c2c1C(=O)c1cc(O)c(CCC(C)C)c(/C(Cl)=C(\C)Cl)c1C2=O.O=C1OCCO1.O=C1OCCO1.O=C1OCCO1.O=C1OCCO1
LUMO	-0.5	eV
orbital gap	8.12	eV